{"formula": "C25H21BeClN2O2", "method": "ωB97M-V with the def2-TZVPD basis set", "e_tot_ha": -1700.19738, "fmax_ev_per_a": 4.84, "e_lumo_ev": 4.21, "charge": -2, "gap_ev": 4.6, "e_above_lowest_kj_mol": 189.8, "species": ["C", "C", "C", "H", "C", "C", "H", "H", "H", "H", "Be", "Cl", "C", "C", "C", "H", "C", "C", "H", "H", "H", "H", "O", "C", "N", "C", "C", "O", "N", "C", "C", "C", "C", "C", "C", "C", "C", "C", "C", "C", "C", "H", "H", "H", "H", "H", "H", "H", "H", "H", "H", "H"], "positions_angstrom": [[-1.14046, 2.05866, -0.09090], [-2.04379, 1.04422, 0.30056], [-2.17491, 0.14542, -0.78415], [-2.54659, 0.97243, 1.25055], [-1.32675, 0.58531, -1.82452], [-0.69752, 1.77426, -1.39457], [0.04603, 2.32895, -1.94189], [-0.79119, 2.86621, 0.52973], [-2.76308, -0.75549, -0.78886], [-1.17620, 0.09388, -2.77126], [0.00000, 0.00000, 0.00000], [1.92705, 0.92192, 0.63622], [-0.64421, -5.05287, 2.21335], [-1.19196, -5.45125, 0.97777], [-2.57219, -5.16771, 1.00152], [-0.64706, -5.89807, 0.15293], [-2.87744, -4.59399, 2.25189], [-1.68593, -4.52323, 3.00093], [-1.58771, -4.12956, 4.00718], [0.39679, -5.13819, 2.50675], [-3.27613, -5.35795, 0.19812], [-3.85765, -4.26502, 2.58036], [2.00064, -2.31268, -0.76156], [2.26456, -1.27881, -1.35142], [3.48398, -1.06532, -1.94319], [3.60928, 0.32895, -2.32240], [2.19368, 0.71965, -2.10837], [1.92115, 1.86133, -2.37112], [1.43405, -0.20519, -1.35512], [4.56210, 1.13640, -1.35282], [4.16190, 2.34360, -0.68449], [5.02082, 3.06346, 0.13925], [6.31783, 2.63210, 0.32608], [6.76387, 1.47602, -0.31906], [5.89958, 0.73575, -1.15591], [4.03555, 0.67349, -3.75961], [4.20035, 2.04997, -4.08999], [4.59507, 2.45670, -5.35968], [4.82589, 1.50420, -6.34420], [4.66846, 0.14408, -6.04864], [4.28196, -0.27607, -4.76170], [4.25493, -1.74651, -1.95746], [3.18782, 2.78641, -0.77754], [4.66989, 3.96950, 0.62656], [6.98334, 3.20008, 0.96823], [7.78640, 1.15572, -0.17425], [6.27864, -0.14813, -1.64893], [4.03561, 2.83061, -3.35689], [4.71972, 3.51360, -5.57522], [5.12691, 1.82653, -7.33279], [4.84835, -0.58479, -6.82565], [4.16730, -1.32927, -4.55814]]}

***

{"formula": "C4H8N2", "method": "ωB97M-V with the def2-TZVPD basis set", "e_tot_ha": -266.51813, "fmax_ev_per_a": 0.98, "e_lumo_ev": -0.15, "charge": 0, "gap_ev": 8.7, "e_above_lowest_kj_mol": 535.3, "species": ["C", "C", "C", "C", "N", "N", "H", "H", "H", "H", "H", "H", "H", "H"], "positions_angstrom": [[-1.14080, 0.45292, -2.66517], [0.12562, 0.25278, -2.49619], [-0.74238, -0.40910, 0.78969], [0.56209, 0.01830, 0.18708], [1.76427, 0.15695, 2.12986], [1.65007, 0.24066, 0.78739], [-1.96506, 0.60074, -1.98144], [-1.42494, 0.48649, -3.71352], [-1.08290, 0.33735, 1.51000], [-0.62415, -1.36088, 1.31480], [-1.50219, -0.53316, 0.02554], [2.72135, 0.00295, 2.40938], [0.58233, 0.15732, -0.92678], [1.07669, -0.40332, 2.62935]]}

***

{"formula": "C4H18NO8", "method": "ωB97M-V with the def2-TZVPD basis set", "e_tot_ha": -819.94845, "fmax_ev_per_a": 2.62, "e_lumo_ev": 3.17, "charge": -1, "gap_ev": 9.5, "e_above_lowest_kj_mol": 272.5, "species": ["O", "C", "N", "C", "O", "C", "C", "O", "H", "H", "H", "H", "H", "H", "H", "H", "H", "H", "O", "H", "H", "O", "H", "H", "O", "H", "H", "O", "H", "H", "O"], "positions_angstrom": [[1.03938, -0.48566, -2.65600], [0.95673, -0.90764, -1.50930], [-0.13438, -1.50805, -0.97715], [-1.44167, -1.46382, -1.59660], [-2.24198, -0.49398, -0.95344], [2.13322, -0.99725, -0.51226], [2.08793, 0.29947, 0.29310], [2.89346, 0.16876, 1.46595], [-0.20657, -1.63506, 0.02443], [-1.97672, -2.40461, -1.44245], [-1.44676, -1.29168, -2.67367], [1.82523, -1.86007, 0.10406], [3.04287, -1.27054, -1.01734], [2.61537, 1.05683, -0.28851], [1.08109, 0.66485, 0.63873], [2.21947, -0.23657, 2.07693], [-1.95349, 1.40247, -1.99223], [-2.78771, 1.79599, -0.76315], [-2.45378, 2.12275, -1.58743], [0.80260, -0.46923, 4.08723], [0.12312, -0.69010, 2.66585], [0.87767, -0.23266, 3.15591], [-1.12721, 0.87936, 1.55806], [-1.88430, 1.86345, 1.11522], [-1.24089, 1.84218, 1.82970], [1.45714, 1.64117, -1.81163], [0.19966, 2.46490, -1.19517], [1.09255, 2.48745, -1.54998], [-2.09706, -1.30835, 1.98936], [-2.01433, -0.56448, 0.08247], [-1.44064, -0.86988, 1.43931]]}

***

{"formula": "C7H6NO5S", "method": "ωB97M-V with the def2-TZVPD basis set", "e_tot_ha": -1099.08902, "fmax_ev_per_a": 3.43, "e_lumo_ev": -4.65, "charge": 1, "gap_ev": 8.8, "species": ["C", "C", "C", "C", "C", "C", "C", "N", "O", "O", "O", "O", "O", "S", "H", "H", "H", "H", "H", "H"], "positions_angstrom": [[-0.07047, 0.24072, -3.41254], [-0.30986, -1.49787, -1.12569], [-0.39123, -0.30334, 2.14026], [1.29269, 0.65262, 0.64263], [-0.38647, 0.79994, -2.15080], [0.89607, -0.77177, 2.80534], [-1.03877, -0.51047, -1.57472], [-0.00602, 0.51902, 0.98416], [0.42295, -0.13471, -4.36447], [0.29206, -2.34651, -0.59343], [-1.55250, -0.28514, 2.55321], [1.63258, 1.14134, -0.43202], [-0.86852, 1.34237, 0.32365], [2.26561, -0.23546, 1.78942], [0.51913, 1.10494, -1.50513], [-1.19716, 1.54191, -2.11850], [1.17439, -0.33886, 3.83278], [1.02916, -1.92873, 2.91311], [-2.13000, -0.57219, -1.62807], [-1.57364, 1.58220, 0.92079]]}

***

{"formula": "C49H40NOP2PtS", "method": "ωB97M-V with the def2-TZVPD basis set", "e_tot_ha": -3221.39967, "fmax_ev_per_a": 0.12, "e_lumo_ev": -2.68, "charge": 1, "gap_ev": 7.2, "e_above_lowest_kj_mol": 0.0, "species": ["Pt", "C", "C", "C", "C", "C", "C", "C", "C", "P", "C", "C", "C", "C", "C", "C", "C", "C", "C", "C", "C", "C", "C", "O", "C", "C", "C", "C", "C", "C", "P", "C", "C", "C", "C", "C", "C", "C", "C", "C", "C", "C", "C", "H", "H", "H", "H", "H", "H", "H", "H", "H", "H", "H", "H", "H", "H", "H", "H", "H", "H", "H", "H", "H", "H", "H", "H", "H", "H", "H", "H", "H", "H", "H", "H", "C", "C", "C", "C", "C", "C", "C", "C", "C", "S", "C", "N", "H", "H", "H", "H", "H", "H", "H", "H"], "positions_angstrom": [[0.40090, -0.98065, -0.92679], [-3.17047, 4.00827, 3.41035], [-2.82519, 3.15931, 2.19398], [-3.88664, 3.38456, 1.09696], [-1.44586, 3.49550, 1.63990], [-0.71489, 4.63884, 1.92154], [0.58323, 4.78290, 1.44477], [1.19774, 3.75564, 0.74992], [0.49109, 2.58849, 0.44992], [1.27876, 0.98356, 0.05049], [2.80799, 1.42671, -0.83631], [2.94497, 2.57757, -1.60646], [4.12751, 2.82745, -2.29120], [5.17365, 1.92161, -2.22582], [5.03507, 0.75657, -1.48031], [3.86108, 0.51137, -0.78935], [1.91463, 0.55993, 1.71486], [1.36622, -0.48362, 2.44822], [1.80723, -0.75237, 3.73747], [2.81090, 0.01860, 4.29877], [3.37313, 1.06018, 3.56910], [2.92687, 1.33175, 2.28817], [-0.83406, 2.53313, 0.84858], [-1.53177, 1.39256, 0.52814], [-2.16383, 0.83949, 1.61230], [-2.13802, -0.54146, 1.69620], [-2.73879, -1.12904, 2.80747], [-3.32680, -0.32854, 3.77590], [-3.36213, 1.05453, 3.63567], [-2.78834, 1.66926, 2.53071], [-1.50088, -1.46726, 0.26412], [-1.65991, -3.17883, 0.83661], [-2.80979, -3.91801, 0.57487], [-2.94181, -5.20028, 1.08896], [-1.93398, -5.74337, 1.87137], [-0.78394, -5.01010, 2.13278], [-0.64287, -3.73503, 1.61137], [-2.82873, -1.24272, -0.97124], [-4.02572, -0.60238, -0.65635], [-5.02468, -0.47603, -1.61146], [-4.84302, -0.99460, -2.88390], [-3.65825, -1.64400, -3.20125], [-2.65389, -1.76590, -2.25453], [-3.21299, 5.06321, 3.13949], [-2.44221, 3.88367, 4.21318], [-4.15629, 3.74033, 3.79028], [-3.90890, 4.43735, 0.81201], [-4.87315, 3.10590, 1.47105], [-3.67436, 2.79274, 0.20632], [-1.14365, 5.42196, 2.53202], [1.13875, 5.68450, 1.66505], [2.23948, 3.85460, 0.48074], [2.13120, 3.28677, -1.67857], [4.22771, 3.73374, -2.87451], [6.09617, 2.11920, -2.75597], [5.84523, 0.04071, -1.43195], [3.76287, -0.39643, -0.20342], [0.58972, -1.09334, 2.01218], [1.36607, -1.56760, 4.29644], [3.16123, -0.19043, 5.30090], [4.16235, 1.66122, 4.00109], [3.37837, 2.14209, 1.72944], [-2.75137, -2.20556, 2.91433], [-3.78173, -0.78831, 4.64275], [-3.85253, 1.64931, 4.39470], [-3.60216, -3.49871, -0.03151], [-3.83437, -5.77339, 0.87640], [-2.03982, -6.74279, 2.27228], [0.00943, -5.43757, 2.73143], [0.27335, -3.18358, 1.78652], [-4.19460, -0.20711, 0.33643], [-5.94918, 0.02425, -1.35456], [-5.62460, -0.89750, -3.62587], [-3.51451, -2.06082, -4.18947], [-1.73784, -2.28284, -2.51017], [0.61547, 1.31993, -3.34638], [1.67581, 0.26892, -3.43022], [2.68591, 0.38587, -4.41251], [3.59768, -0.60859, -4.58094], [3.45474, -1.81751, -3.86265], [4.25991, -2.95584, -4.08508], [3.95760, -4.12968, -3.45329], [2.83522, -4.22444, -2.60974], [2.05253, -3.12514, -2.34888], [0.57328, -3.24296, -1.40429], [2.40087, -1.89171, -2.93698], [1.61424, -0.79720, -2.65089], [-0.21353, 1.01350, -3.99063], [0.98412, 2.27856, -3.70490], [0.20423, 1.42546, -2.34417], [2.72435, 1.28876, -5.00544], [4.40056, -0.50967, -5.30150], [5.09120, -2.88824, -4.77473], [4.56234, -5.00984, -3.62557], [2.56911, -5.17934, -2.17468]]}

***

{"formula": "C6H14O", "method": "ωB97M-V with the def2-TZVPD basis set", "e_tot_ha": -312.18950, "fmax_ev_per_a": 2.75, "e_lumo_ev": 0.79, "charge": 0, "gap_ev": 10.1, "smiles": "C/C=C/CCC.O", "e_above_lowest_kj_mol": 172.1, "species": ["C", "C", "C", "C", "C", "C", "H", "H", "H", "H", "H", "H", "H", "H", "H", "H", "H", "H", "O", "H", "H"], "positions_angstrom": [[2.61658, -0.75922, -1.33450], [1.11776, -0.51688, -1.16810], [0.54822, 0.11704, -0.13124], [-0.92984, 0.31927, 0.20671], [-1.33838, 1.78854, 0.14513], [-0.61425, 2.67045, -0.88050], [3.08618, -0.22077, -0.50449], [3.23760, -0.52216, -2.21237], [2.77632, -1.82611, -1.08231], [0.31368, -0.95452, -1.73620], [1.10889, 0.68747, 0.67670], [-1.47037, -0.27472, -0.53949], [-1.07103, 0.07710, 1.25181], [-2.43836, 1.92752, 0.14730], [-1.00577, 2.16676, 1.13079], [0.47819, 2.62092, -0.84788], [-1.07032, 3.65585, -0.83173], [-0.85698, 2.19200, -1.88025], [-1.88845, -4.29392, 3.21106], [-1.13958, -3.66938, 3.31056], [-1.46009, -5.18525, 3.06899]]}

***

{"formula": "C33H35AsMoNP2S", "method": "ωB97M-V with the def2-TZVPD basis set", "e_tot_ha": -4717.15886, "fmax_ev_per_a": 2.12, "e_lumo_ev": [-10.55, -10.60], "s_squared": 2.05, "charge": 3, "gap_ev": [5.6, 5.5], "multiplicity": 3, "e_above_lowest_kj_mol": 48.5, "species": ["Mo", "C", "P", "C", "C", "C", "C", "C", "C", "C", "C", "C", "C", "C", "C", "C", "C", "C", "C", "C", "P", "C", "C", "C", "C", "C", "C", "C", "C", "C", "C", "C", "C", "N", "H", "H", "H", "H", "H", "H", "H", "H", "H", "H", "H", "H", "H", "H", "H", "H", "H", "H", "H", "H", "H", "H", "H", "H", "H", "H", "C", "As", "C", "C", "S", "H", "H", "H", "H", "H", "H", "H", "H", "H"], "positions_angstrom": [[-0.59942, 0.40844, 0.30746], [-2.59081, -0.09432, 2.90755], [-2.49695, -0.80671, 1.20743], [-3.14443, 0.27871, -0.06040], [-3.74193, -0.17415, -1.24805], [-3.94142, 0.70535, -2.29144], [-3.50621, 2.03401, -2.20016], [-2.91431, 2.50575, -1.04739], [-2.68733, 1.63154, 0.03891], [-3.13511, -2.48155, 1.11705], [-2.22376, -3.53823, 1.15597], [-2.69573, -4.83705, 1.11360], [-4.05898, -5.07709, 1.01265], [-4.95762, -4.02051, 0.96893], [-4.50935, -2.71347, 1.03798], [-1.14823, 0.04838, 3.28309], [-0.51443, -0.10365, 4.48882], [0.88118, 0.04150, 4.24752], [1.03608, 0.28301, 2.91002], [2.26912, 0.48996, 2.08499], [1.64151, 1.31205, 0.57730], [1.55068, 3.06189, 1.03185], [0.31707, 3.70565, 1.08482], [0.25411, 5.05630, 1.37138], [1.42348, 5.76661, 1.60846], [2.65252, 5.12138, 1.57842], [2.72087, 3.77106, 1.28733], [2.80232, 1.26632, -0.80603], [4.19038, 1.21115, -0.70793], [4.95296, 1.29995, -1.86417], [4.33875, 1.41595, -3.10334], [2.95421, 1.48361, -3.20202], [2.18644, 1.41349, -2.05401], [-0.21148, 0.30044, 2.29085], [-3.10031, -0.78294, 3.59070], [-3.14251, 0.85744, 2.90707], [-4.07963, -1.19976, -1.31731], [-4.45302, 0.37302, -3.18084], [-3.67240, 2.70585, -3.02856], [-2.66972, 3.55747, -0.95708], [-2.57675, 2.08014, 1.03702], [-1.16219, -3.32325, 1.23207], [-2.00666, -5.66546, 1.16424], [-4.42329, -6.09250, 0.97818], [-6.01485, -4.21706, 0.88326], [-5.20987, -1.88966, 1.03935], [-0.97955, -0.31348, 5.43185], [1.65851, -0.05007, 4.97949], [2.74378, -0.46797, 1.83223], [2.99851, 1.11021, 2.61413], [-0.58938, 3.12250, 0.89265], [-0.70010, 5.56013, 1.40037], [1.37765, 6.82489, 1.81627], [3.56223, 5.66991, 1.77129], [3.67584, 3.26631, 1.25338], [4.67311, 1.10004, 0.25321], [6.02970, 1.29781, -1.80253], [4.93645, 1.47222, -3.99883], [2.48464, 1.61602, -4.16363], [1.09215, 1.49866, -2.10980], [1.04982, -2.53013, -4.20966], [1.25051, -2.39049, -2.29005], [1.01626, -4.14405, -1.48859], [3.10155, -1.93013, -1.89724], [-0.38294, -1.10296, -1.53423], [1.79192, -3.25915, -4.54618], [1.23855, -1.57024, -4.69464], [0.05177, -2.88399, -4.47988], [1.62617, -4.86215, -2.04576], [-0.02737, -4.46467, -1.51757], [1.36878, -4.11268, -0.45503], [3.70683, -2.74297, -2.30860], [3.25841, -1.89042, -0.81820], [3.40322, -0.99223, -2.36001]]}

***

{"formula": "C21H27N2O4", "method": "ωB97M-V with the def2-TZVPD basis set", "e_tot_ha": -1226.65609, "fmax_ev_per_a": 0.94, "e_lumo_ev": -2.29, "charge": 1, "gap_ev": 8.9, "smiles": "O=C(COc1ccccc1)N1CC[NH+](C[C@H](O)COc2ccccc2)CC1", "e_above_lowest_kj_mol": 25.5, "species": ["O", "C", "C", "O", "C", "C", "C", "C", "C", "C", "N", "C", "C", "N", "C", "C", "O", "C", "O", "C", "C", "C", "C", "C", "C", "C", "C", "H", "H", "H", "H", "H", "H", "H", "H", "H", "H", "H", "H", "H", "H", "H", "H", "H", "H", "H", "H", "H", "H", "H", "H", "H", "H", "H"], "positions_angstrom": [[-0.69889, -0.07901, 3.00317], [-0.32984, 0.76129, 2.21494], [1.14928, 0.93731, 1.89430], [1.35100, 1.02398, 0.50121], [2.63440, 0.91225, 0.01120], [3.77437, 0.77688, 0.78776], [5.01063, 0.66882, 0.16915], [5.11916, 0.70028, -1.20833], [3.97787, 0.84629, -1.98111], [2.74124, 0.95283, -1.37738], [-1.22610, 1.59002, 1.60976], [-0.97687, 2.62612, 0.63884], [-1.88510, 2.39519, -0.59279], [-2.36092, 0.99926, -0.58017], [-2.94116, 0.53532, -1.86186], [-2.71495, -0.97220, -2.06917], [-3.34620, -1.65174, -1.01072], [-1.20831, -1.30495, -2.15988], [-0.48955, -0.78490, -1.05019], [0.09442, -1.72355, -0.17783], [1.42274, -2.07206, -0.36182], [2.02690, -2.92671, 0.54349], [1.30415, -3.43730, 1.60934], [-0.03001, -3.10350, 1.76856], [-0.64332, -2.24555, 0.87251], [-3.27869, 0.80424, 0.56558], [-2.63792, 1.38473, 1.84135], [1.52082, 1.83918, 2.40452], [1.65501, 0.06002, 2.31337], [3.72034, 0.75817, 1.86438], [5.89442, 0.56240, 0.77901], [6.08562, 0.61615, -1.67916], [4.05171, 0.87765, -3.05753], [1.84073, 1.06384, -1.96251], [-1.19898, 3.60570, 1.07866], [0.06907, 2.60424, 0.34229], [-1.31945, 2.58036, -1.50602], [-2.75381, 3.05773, -0.58066], [-1.51056, 0.37513, -0.45067], [-4.01238, 0.74856, -1.87416], [-2.46509, 1.06962, -2.68499], [-3.17374, -1.24311, -3.03163], [-3.37335, -2.59871, -1.18746], [-1.07593, -2.38917, -2.22625], [-0.79689, -0.85240, -3.06932], [1.97469, -1.66110, -1.19256], [3.06510, -3.18978, 0.41286], [1.78094, -4.09878, 2.31560], [-0.59627, -3.49938, 2.59614], [-1.68303, -1.98201, 0.99619], [-3.47327, -0.26327, 0.66425], [-4.22239, 1.30823, 0.34578], [-3.09523, 2.34123, 2.10896], [-2.74642, 0.69619, 2.68100]]}